Entry from the OMol25 dataset: C28H40BrNO2Pd as an isolated structure at a distorted geometry (the ωB97M-V functional and the def2-TZVPD basis).

Summary:
strongest force on any atom	3.1	eV/Å
HOMO-LUMO gap (spin up / spin down)	5.753 / 5.756	eV
M	609.0	g mol⁻¹

```
! RIJCOSX wB97M-V def2-TZVPD def2/J DEFGRID3
* xyz 2 1
Pd -0.894 -2.852 -1.423
C 2.233 3.183 -0.035
C 3.137 2.242 -0.832
C 3.508 2.912 -2.181
C 4.423 1.947 -0.021
C 2.479 0.923 -1.136
C 1.220 0.648 -0.721
C 0.695 -0.587 -1.098
N -0.482 -1.024 -0.827
C -1.407 -0.496 0.059
C -1.861 0.751 0.053
C -2.794 1.140 1.069
C -3.271 0.197 2.058
C -2.859 -1.093 2.165
C -1.875 -1.511 1.083
O -1.444 -2.613 0.969
C -3.424 -2.009 3.248
C -4.361 -1.216 4.157
C -4.260 -3.140 2.575
C -2.291 -2.604 4.139
C -3.254 2.562 1.058
C -4.031 2.780 -0.268
C -4.160 2.904 2.246
C -1.998 3.465 1.086
C 1.564 -1.630 -1.826
O 1.089 -2.718 -1.924
C 2.924 -1.297 -2.288
C 3.289 -0.077 -1.930
C 3.856 -2.241 -3.067
C 5.156 -1.515 -3.402
C 3.216 -2.672 -4.413
C 4.196 -3.475 -2.188
H 2.775 4.117 0.146
H 1.961 2.768 0.948
H 1.313 3.442 -0.584
H 3.964 3.883 -1.964
H 2.625 3.085 -2.810
H 4.236 2.330 -2.760
H 4.921 2.898 0.189
H 5.135 1.316 -0.567
H 4.198 1.462 0.937
H 0.641 1.358 -0.144
H -1.553 1.447 -0.723
H -3.995 0.548 2.774
H -5.245 -0.831 3.630
H -3.847 -0.376 4.651
H -4.722 -1.886 4.940
H -5.058 -2.727 1.944
H -4.732 -3.730 3.366
H -3.652 -3.815 1.976
H -1.676 -1.813 4.589
H -1.641 -3.298 3.630
H -2.775 -3.146 4.955
H -4.909 2.125 -0.338
H -3.404 2.620 -1.155
H -4.380 3.815 -0.289
H -5.099 2.335 2.234
H -4.425 3.961 2.184
H -3.663 2.745 3.212
H -1.370 3.341 0.192
H -1.383 3.286 1.977
H -2.330 4.507 1.110
H 4.288 0.224 -2.217
H 4.998 -0.630 -4.036
H 5.799 -2.200 -3.959
H 5.706 -1.211 -2.498
H 2.959 -1.802 -5.033
H 2.329 -3.286 -4.286
H 3.944 -3.265 -4.971
H 4.665 -3.173 -1.242
H 4.918 -4.089 -2.735
H 3.340 -4.103 -1.963
Br -3.176 -3.119 -1.698
*
```